Arrangement w

This record from the OMol25 dataset describes a gas-phase ion, H2N3O3P (charge -2). The level of theory is the ωB97M-V functional and the def2-TZVPD basis.

Output
LUMO = 7.6 eV
structure (SMILES) = [H]/N=N/N=P([O-])([O-])O
orbital gap = 6.55 eV

ORCA input file:
```
! RIJCOSX wB97M-V def2-TZVPD def2/J DEFGRID3
* xyz -2 1
N -0.413 1.742 0.040
N -1.660 1.760 0.062
N 0.301 0.629 -0.068
O -3.220 -0.079 -1.428
O -1.567 -1.197 0.206
O -3.637 0.026 1.106
P -2.654 0.042 -0.033
H -0.761 -0.654 0.035
H 1.298 0.904 -0.042
*
```

---

Arrangement x

This record from the OMol25 dataset describes 2 unconnected molecules or ions with the total composition H2N3O3P. The level of theory is the ωB97M-V functional and the def2-TZVPD basis.

Output
LUMO (alpha / beta) = 7.5 / 7.1 eV
orbital gap (alpha / beta) = 6.53 / 4.55 eV

ORCA input file:
```
! RIJCOSX wB97M-V def2-TZVPD def2/J DEFGRID3
* xyz -2 1
N -2.065 -1.155 -0.530
N -0.963 -1.345 -0.875
N -2.879 -0.641 0.255
O 2.897 0.726 -1.261
O 1.244 1.814 0.473
O 2.401 -0.332 0.964
P 1.808 0.294 -0.275
H 1.508 1.481 1.362
H -3.951 -0.841 -0.113
*
```

---

Stability check: which of them is least stable? arrangement x.

---

Arrangement w

This record from the OMol25 dataset describes a gas-phase ion, C3H8N3 (charge +1). The level of theory is the ωB97M-V functional and the def2-TZVPD basis.

Output
LUMO = -5.4 eV
structure (SMILES) = CC=[N+]=NCN
orbital gap = 8.85 eV

ORCA input file:
```
! RIJCOSX wB97M-V def2-TZVPD def2/J DEFGRID3
* xyz 1 1
C -2.048 -0.527 -0.197
C 1.493 -0.412 0.535
C 2.508 0.287 -0.303
N -0.728 -1.031 -0.206
N 0.301 -0.662 0.279
N -2.048 0.855 0.223
H -2.306 -0.657 -1.256
H -2.691 -1.217 0.563
H 1.830 -0.926 1.455
H 2.052 0.845 -1.200
H 3.442 -0.342 -0.428
H 2.869 1.077 0.213
H -2.998 1.080 0.603
H -1.676 1.629 -0.281
*
```

---

Arrangement x

This record from the OMol25 dataset describes 2 unconnected molecules or ions with the total composition C3H8N3. The level of theory is the ωB97M-V functional and the def2-TZVPD basis.

Output
LUMO = -3.6 eV
orbital gap = 7.81 eV

ORCA input file:
```
! RIJCOSX wB97M-V def2-TZVPD def2/J DEFGRID3
* xyz 1 1
C 2.681 0.288 1.442
C 1.578 0.087 -0.703
C -1.385 0.248 -0.509
N 2.246 0.110 0.253
N -1.786 0.145 0.703
N -1.696 -0.678 -1.433
H 2.805 1.217 1.896
H 2.703 -0.454 2.223
H 1.826 -0.548 -1.532
H -0.929 1.241 -0.843
H -2.331 -0.624 0.863
H -1.884 0.912 1.307
H -2.434 -1.347 -1.239
H -1.394 -0.597 -2.428
*
```

---

Stability check: which of them is least stable? arrangement w.